No. 1
DFT (ωB97M-V/def2-TZVPD) results for a 2-piece molecular cluster, C2H3NOS2 overall in a non-equilibrium geometry.

```
! RIJCOSX wB97M-V def2-TZVPD def2/J DEFGRID3
* xyz 0 1
C -1.870 -0.084 -1.007
C 1.684 -0.278 0.681
N -2.583 -0.513 -0.124
O -1.481 0.507 -1.932
S 1.623 -1.669 -0.028
S 1.783 1.253 -0.322
H 1.668 -0.090 1.768
H 1.780 2.233 0.586
H -2.604 -1.358 0.378
*
```

Values from the calculation:
- F_max: 3.3 eV/A
- ΔE to the lowest compared entry with this formula, charge and spin: 107.8 kJ/mol
- HOMO energy: -9.191 eV
- Structure (SMILES): N=C=O.S=CS

Löwdin population analysis, charges in e, atoms 1 to 5:
1 C -0.417
2 C -1.126
3 N 0.190
4 O 0.139
5 S 0.628

***

No. 2
DFT (ωB97M-V/def2-TZVPD) results for one molecule with the formula C5H7N in a non-equilibrium geometry.

```
! RIJCOSX wB97M-V def2-TZVPD def2/J DEFGRID3
* xyz 0 1
C -1.408 0.496 -0.402
C 0.014 0.765 0.030
C 0.611 0.054 1.201
C 1.105 -0.266 -0.194
C 0.773 -1.542 -0.785
N 0.494 -2.560 -1.260
H -1.545 0.719 -1.466
H -2.108 1.116 0.167
H -1.681 -0.553 -0.246
H 0.352 1.787 -0.125
H 0.008 -0.701 1.696
H 1.297 0.584 1.855
H 2.089 0.100 -0.470
*
```

Values from the calculation:
- F_max: 1.1 eV/A
- ΔE to the lowest compared entry with this formula, charge and spin: 89.8 kJ/mol
- HOMO energy: -10.603 eV
- Structure (SMILES): C[C@H]1C[C@H]1C#N

Löwdin population analysis, charges in e, atoms 1 to 5:
1 C -0.065
2 C -0.300
3 C -0.073
4 C -0.241
5 C -0.205

***

No. 3
DFT (ωB97M-V/def2-TZVPD) results for one molecule with the formula C6H12O in a non-equilibrium geometry.

```
! RIJCOSX wB97M-V def2-TZVPD def2/J DEFGRID3
* xyz 0 1
C 2.040 -0.199 0.989
C 1.391 -0.513 -0.355
C 0.271 0.518 -0.671
C -0.868 0.132 -1.601
C -1.182 0.419 -0.168
C -1.503 -0.615 0.894
O -2.124 1.428 0.161
H 2.772 -0.949 1.309
H 1.254 -0.132 1.743
H 2.554 0.769 0.952
H 1.000 -1.539 -0.358
H 2.201 -0.551 -1.116
H 0.728 1.491 -0.871
H -0.835 -0.870 -2.018
H -1.091 0.879 -2.363
H -2.566 -0.852 1.056
H -1.185 -0.165 1.838
H -0.969 -1.548 0.755
H -1.890 2.297 -0.175
*
```

Values from the calculation:
- F_max: 1.1 eV/A
- ΔE to the lowest compared entry with this formula, charge and spin: 151.6 kJ/mol
- HOMO energy: -9.462 eV
- Structure (SMILES): CC[C@H]1C[C@]1(C)O

Löwdin population analysis, charges in e, atoms 1 to 5:
1 C -0.114
2 C -0.231
3 C -0.205
4 C -0.052
5 C -0.485